No. 1
15
Properties=species:S:1:pos:R:3:lowdin_charge:R:1 method="wB97M-V/def2-TZVPD" total_charge=0 e_lumo_ev=0.06 de_lowest_ev=2.101 homo_energy_ev=-8.8716 energy_ha=-822.33223 smiles="O[C@@H]1N=CC=CC=C1Cl" orbital_gap_ev=8.94
O -0.59682 1.41640 -1.30454 -0.015
C -1.41107 1.32946 -0.12046 -0.412
N -0.53710 1.57011 0.98308 0.107
C 0.58513 0.99363 1.04259 -0.127
C 1.08297 -0.18381 0.23383 -0.037
C 0.24977 -1.16081 -0.12187 -0.150
C -1.11847 -1.14342 -0.10945 -0.151
C -1.94086 -0.08130 -0.08480 -0.612
Cl -3.60600 -0.27492 0.21576 0.718
H -1.07363 1.23225 -2.09796 0.087
H -2.15389 2.04534 -0.16423 0.105
H 1.16036 1.47094 1.84522 0.110
H 2.15822 -0.14507 -0.15316 0.131
H 0.70146 -1.86298 -0.81438 0.115
H -1.51191 -2.17872 -0.29899 0.131

No. 2
96
Properties=species:S:1:pos:R:3:lowdin_charge:R:1 method="wB97M-V/def2-TZVPD" total_charge=0 e_lumo_ev=-0.02 de_lowest_ev=9.338 homo_energy_ev=-8.8293 energy_ha=-1952.98829 smiles="NC(N)=O.NC(N)=O.NC(N)=O.CCO.CCO.CCO.CCO.CCO.CCO.CO.CO.CO" orbital_gap_ev=8.81
N -3.21928 -1.18439 -1.65899 0.147
C -2.43411 -2.18061 -1.91716 -0.589
N -1.99053 -2.85412 -0.87278 0.139
O -2.04913 -2.48236 -3.22559 -0.112
H -3.66673 -0.74253 -2.53231 0.172
H -3.42914 -0.83365 -0.72146 0.070
H -1.43350 -3.63396 -1.19181 0.054
H -2.65052 -2.88856 -0.09863 0.072
N 2.48468 -2.69278 0.85513 0.125
C 3.26159 -1.65755 1.01426 -0.565
N 3.94639 -1.40361 -0.09760 0.188
O 3.37867 -1.01126 2.23284 -0.101
H 2.10912 -2.93676 1.76792 0.138
H 2.70265 -3.40934 0.19003 0.123
H 4.62392 -0.64389 -0.12262 0.121
H 3.56556 -1.57311 -1.01237 0.053
N 0.12878 -1.40684 -0.18542 0.157
C 0.11663 -0.10591 -0.36937 -0.640
N -0.81693 0.37062 -1.07781 0.197
O 1.20190 0.69067 -0.04520 -0.109
H 0.89477 -1.93042 0.32293 0.077
H -0.74722 -1.98654 -0.49458 0.070
H -0.99244 1.39404 -1.21618 0.111
H -1.63135 -0.22653 -1.23407 0.066
C 3.19910 2.68876 0.75226 -0.135
C 4.15841 3.39145 1.60040 -0.333
O 5.38548 3.47388 0.91030 -0.061
H 2.92834 3.41116 -0.04727 0.081
H 2.33878 2.50114 1.32689 0.044
H 3.45886 1.74362 0.23304 0.066
H 4.35244 2.86271 2.51686 0.106
H 3.63744 4.31654 1.92726 0.127
H 5.85913 2.68069 1.11639 0.069
C 0.18911 4.23550 0.19586 -0.068
C -1.02603 3.68549 0.86158 -0.346
O -1.85562 4.72105 1.39454 -0.116
H 0.58128 4.91249 0.96508 0.088
H -0.10651 4.77630 -0.68452 0.075
H 0.87582 3.42587 -0.12233 0.056
H -0.73311 3.05112 1.70516 0.098
H -1.64055 3.03049 0.23743 0.076
H -1.34895 5.55051 1.70588 0.129
C -2.09428 -2.95653 2.76752 -0.061
C -3.15424 -3.66419 1.87521 -0.322
O -3.83434 -2.78302 1.07282 -0.087
H -1.70945 -2.15701 2.08524 0.062
H -1.29511 -3.63667 3.05159 0.080
H -2.48527 -2.45952 3.64419 0.060
H -3.82282 -4.23565 2.49135 0.109
H -2.66754 -4.43959 1.28788 0.114
H -4.31083 -2.15923 1.65641 0.128
C -0.51497 -0.24749 4.39652 -0.086
C 0.35959 0.19102 3.20837 -0.327
O 1.56345 0.64957 3.72794 -0.074
H -1.37999 -0.79770 4.13238 -0.002
H -0.91495 0.59733 4.96788 0.075
H 0.04392 -0.94859 5.08224 0.100
H -0.14810 1.04839 2.76439 0.079
H 0.58874 -0.71344 2.54044 0.117
H 2.27037 0.30870 3.19116 0.023
C 1.70471 1.84603 -3.24217 -0.081
C 3.16215 1.55211 -2.72572 -0.408
O 3.79903 1.80288 -3.79691 -0.041
H 1.43043 2.89431 -3.64267 0.098
H 1.02306 1.78335 -2.34219 0.040
H 1.28676 1.15004 -4.04733 0.083
H 3.29204 0.44573 -2.41584 0.119
H 3.48478 2.10910 -1.86432 0.084
H 4.69774 1.50014 -3.58809 0.118
C -3.26690 1.82188 2.45238 -0.073
C -2.83478 0.65013 1.61266 -0.311
O -3.76328 0.32108 0.59606 -0.100
H -3.28541 2.80331 1.95025 0.073
H -2.45948 1.83010 3.19306 0.073
H -4.07659 1.67762 3.17305 0.084
H -2.66879 -0.22361 2.29423 0.103
H -1.83788 0.95634 1.19484 0.090
H -4.09034 1.14528 0.19039 0.111
C -2.19601 2.15721 -3.40309 -0.136
O -2.13471 3.01113 -2.26601 -0.120
H -2.58972 2.54588 -4.35868 0.097
H -2.57431 1.18466 -3.07032 0.052
H -1.20138 1.72673 -3.55412 0.062
H -2.86144 2.90266 -1.66258 0.060
C 1.64681 -1.64104 -3.14996 -0.180
O 2.39178 -2.17258 -2.17718 -0.132
H 2.18997 -1.41970 -4.05210 0.103
H 1.23825 -0.75889 -2.72707 0.050
H 0.78735 -2.27365 -3.32342 0.068
H 1.73799 -2.27859 -1.46831 0.044
C -0.05832 -4.71720 -2.08592 -0.145
O -1.29496 -5.23412 -1.69011 -0.097
H 0.32285 -5.37968 -2.92855 0.129
H 0.67275 -4.82292 -1.30230 0.076
H -0.17461 -3.69917 -2.40730 0.028
H -1.60090 -5.92229 -2.21219 0.068

No. 3
8
Properties=species:S:1:pos:R:3:lowdin_charge:R:1 method="wB97M-V/def2-TZVPD" total_charge=0 e_lumo_ev=0.66 de_lowest_ev=5.490 homo_energy_ev=-10.4940 energy_ha=-2802.31179 smiles="C=C1OO1.Br" orbital_gap_ev=11.15
C 1.42547 0.41910 -0.02520 0.101
C 0.39823 0.34680 -0.76506 -0.473
O -0.12722 0.66665 -1.94545 0.130
O -0.91830 0.13131 -0.84378 0.078
H 2.15589 0.90294 -0.53137 0.053
H 1.26200 -0.10067 0.90018 0.089
Br -2.18468 -1.73450 1.95315 0.433
H -2.01138 -0.63163 1.25754 -0.412

No. 4
67
Properties=species:S:1:pos:R:3:lowdin_charge:R:1 method="wB97M-V/def2-TZVPD" total_charge=0 e_lumo_ev=0.34 homo_energy_ev=-9.4155 energy_ha=-2392.33776 smiles="CC[C@@H](I)[C@H]1C[C@H](CC(=O)Cl)[C@H](CCCCCCCCOC)OS1(=O)=O.CCO" orbital_gap_ev=9.76
C -4.34644 0.66528 5.44697 -0.112
C -5.22076 0.20420 4.27330 -0.330
C -5.02542 0.96422 2.96275 -0.690
I -5.76019 2.99043 3.24466 0.898
C -3.57828 1.00950 2.44269 -0.383
C -2.78895 -0.30348 2.63305 -0.127
C -2.91170 -1.26803 1.45280 -0.242
C -2.50991 -2.72916 1.79084 -0.121
C -1.56767 -2.88652 2.95571 -0.774
O -0.39136 -2.79662 2.97223 0.077
Cl -2.42965 -3.28557 4.48274 0.653
C -2.15177 -0.68827 0.23762 -0.262
C -0.66902 -1.06338 0.14295 -0.131
C 0.28114 0.04958 -0.31461 -0.176
C 1.71108 -0.49888 -0.50293 -0.193
C 2.83181 0.44910 -0.04436 -0.195
C 3.91944 0.70563 -1.09909 -0.215
C 3.63203 1.92058 -1.98408 -0.222
C 4.82320 2.29747 -2.85842 -0.173
C 4.58240 3.49481 -3.80393 -0.225
O 3.22019 3.77926 -4.04843 -0.199
C 2.59985 4.70545 -3.18146 -0.115
O -2.22199 0.76617 0.26261 -0.211
S -3.59809 1.42036 0.68650 0.621
O -3.44010 2.82790 0.50690 -0.266
O -4.66500 0.69476 0.05180 -0.258
H -3.42929 1.15545 5.12147 0.071
H -4.89621 1.35435 6.08765 0.065
H -4.06681 -0.19220 6.06330 0.075
H -5.04204 -0.85563 4.06282 0.101
H -6.27436 0.29287 4.54170 0.097
H -5.68392 0.55712 2.20023 0.071
H -3.01392 1.82444 2.89624 0.114
H -3.09798 -0.79083 3.55227 0.072
H -1.73113 -0.04564 2.76072 0.144
H -3.96560 -1.32113 1.17163 0.138
H -2.04721 -3.21458 0.92846 0.133
H -3.41242 -3.28757 2.03312 0.106
H -2.66941 -1.02261 -0.66476 0.156
H -0.30158 -1.42705 1.10048 0.100
H -0.56731 -1.88506 -0.57159 0.125
H -0.07532 0.46440 -1.25942 0.121
H 0.28906 0.84813 0.42950 0.110
H 1.79715 -1.46562 0.00088 0.109
H 1.84928 -0.71879 -1.56432 0.093
H 3.30417 0.06102 0.86200 0.106
H 2.39567 1.41272 0.23609 0.099
H 4.90158 0.82211 -0.62971 0.108
H 4.00074 -0.17519 -1.74695 0.108
H 3.35299 2.76156 -1.34136 0.108
H 2.76967 1.71007 -2.62215 0.121
H 5.67697 2.51781 -2.20957 0.110
H 5.10876 1.42170 -3.45106 0.110
H 5.02209 3.28163 -4.78100 0.116
H 5.09065 4.38707 -3.41943 0.112
H 3.33087 5.21981 -2.55117 0.088
H 1.87409 4.20478 -2.53375 0.080
H 2.07083 5.45091 -3.77936 0.085
C 3.34017 -4.24456 -3.76434 -0.091
C 2.20275 -4.29258 -2.76229 -0.319
O 1.47096 -3.07027 -2.71386 -0.093
H 4.01872 -3.42455 -3.52819 0.074
H 3.90463 -5.17776 -3.75932 0.074
H 2.95864 -4.08554 -4.77565 0.072
H 2.58860 -4.43904 -1.75423 0.111
H 1.52967 -5.12700 -2.98666 0.107
H 1.10097 -2.90957 -3.58723 0.082

No. 5
24
Properties=species:S:1:pos:R:3:lowdin_charge:R:1 method="wB97M-V/def2-TZVPD" total_charge=0 e_lumo_ev=0.65 de_lowest_ev=2.256 homo_energy_ev=-8.2757 energy_ha=-426.48987 smiles=Cc1ccc(O)cc1.CC orbital_gap_ev=8.93
C -2.20243 2.22578 -1.04748 -0.075
C -1.54237 1.32639 0.03111 -0.232
C -1.60798 1.37825 1.43458 -0.057
C -0.99802 0.34256 2.16056 -0.037
C -0.54718 -0.85187 1.48861 -0.345
O -0.15087 -1.96168 2.14665 0.002
C -0.74535 -0.96051 0.09829 -0.041
C -1.30132 0.06037 -0.63362 -0.054
H -2.25004 3.20809 -0.61691 0.058
H -3.16998 2.03202 -1.50750 0.078
H -1.51724 2.27183 -1.87858 0.064
H -1.85515 2.29990 2.12182 0.143
H -0.99408 0.15207 3.22965 0.101
H -0.55009 -2.12163 3.08980 0.170
H -0.64612 -2.01589 -0.30962 0.137
H -1.69865 -0.04504 -1.59341 0.091
C 2.76836 -1.64321 -1.21413 -0.175
C 2.86397 -0.21011 -0.73355 -0.161
H 1.78457 -1.82526 -1.68172 0.057
H 3.39003 -1.83677 -2.04789 0.046
H 2.75051 -2.49345 -0.58007 0.048
H 3.75688 0.33456 -0.87438 0.038
H 2.35112 0.03346 0.27499 0.090
H 2.11144 0.30013 -1.35719 0.055

No. 6
19
Properties=species:S:1:pos:R:3:lowdin_charge:R:1 method="wB97M-V/def2-TZVPD" total_charge=0 e_lumo_ev=0.89 de_lowest_ev=2.175 homo_energy_ev=-9.9448 energy_ha=-419.30658 smiles="CC1=NCC=N1.CC=O" orbital_gap_ev=10.84
C 0.38885 -2.03417 2.26878 -0.030
C -0.46605 -1.67957 1.11037 -0.480
N -1.27136 -0.72937 1.12887 0.080
C -1.88562 -0.73853 -0.11965 -0.230
C -1.20036 -1.84845 -0.83876 -0.136
N -0.30418 -2.34814 -0.09558 0.122
H 1.34859 -1.51077 2.24975 0.080
H -0.12489 -1.67424 3.21322 0.095
H 0.37262 -3.07842 2.48439 0.059
H -2.91950 -1.16917 0.21104 0.164
H -1.86740 0.33312 -0.62164 0.147
H -1.42859 -2.29425 -1.81656 0.113
C 1.64516 3.24801 -1.50858 -0.060
C 0.96649 2.05142 -0.96175 -0.369
O -0.10441 2.03165 -0.44258 0.043
H 1.05463 4.10584 -1.20509 0.080
H 2.68963 3.24765 -1.16962 0.084
H 1.60700 2.98855 -2.61376 0.111
H 1.49939 1.09883 -1.27286 0.127